{
  "formula": "C6H16",
  "method": "ωB97M-V/def2-TZVPD",
  "elements": ["C", "C", "C", "H", "H", "H", "H", "H", "H", "H", "H", "C", "C", "C", "H", "H", "H", "H", "H", "H", "H", "H"],
  "positions_angstrom": [[0.6981, -0.3144, -1.5685], [0.0902, -1.5812, -0.9850], [1.4411, -0.6341, -2.8696], [-0.0277, 0.4383, -1.9067], [1.3608, 0.1479, -0.8307], [-0.5464, -2.0609, -1.7321], [1.8593, 0.2459, -3.3564], [2.0973, -1.4945, -2.7872], [-0.4785, -1.5223, -0.0663], [0.9587, -2.2278, -0.8409], [0.7029, -0.8969, -3.6369], [-0.9278, 1.1711, 2.3967], [0.4334, 1.2158, 1.7920], [-1.7636, 0.2796, 1.3701], [-0.9603, 0.5577, 3.3186], [-1.2918, 2.1496, 2.6088], [1.1038, 0.3541, 1.8294], [-1.2141, -0.6120, 1.0324], [-2.6817, -0.1266, 1.8052], [-1.8313, 0.9391, 0.4989], [0.4596, 1.4533, 0.7083], [0.9592, 2.0478, 2.3003]],
  "forces_ev_per_a": [[-0.3311, 0.4783, -0.3709], [0.6524, -0.2572, -1.0070], [-0.8245, 0.0021, -0.7010], [-0.2455, -0.0501, 0.5885], [0.1699, 0.0479, -0.1140], [-0.0571, -0.0146, 0.1037], [0.7159, -0.0356, 0.5291], [0.4723, 0.2418, 0.0354], [0.1596, 0.0281, 0.0739], [-0.3098, -0.3486, 0.3408], [-0.1866, -0.3746, 0.2920], [1.0103, -0.4230, 0.8695], [0.6512, -0.0538, -0.9406], [0.2629, -1.1193, -0.7291], [-0.6400, -0.0599, -0.1102], [-0.4150, 0.6144, 0.1097], [-0.8037, -0.5262, 0.3836], [-0.2551, 0.3052, -0.0750], [0.1019, 0.4787, 0.6097], [-0.0261, 0.0997, 0.0960], [0.1327, 0.5436, 0.2208], [-0.2348, 0.4231, -0.2049]],
  "lowdin_spin": [0.0130, 0.0071, 0.0083, 0.0017, 0.0027, 0.0020, 0.0000, 0.0006, 0.0021, 0.0007, 0.0005, 0.2564, 0.1649, 0.2937, 0.0471, 0.0035, 0.0067, 0.0176, 0.0355, 0.0361, 0.0381, 0.0618],
  "e_homo_ev": [-14.72, -14.71],
  "max_force_ev_per_a": 1.4,
  "s_squared": 0.75,
  "spin_multiplicity": 2,
  "charge": 1,
  "relative_energy_ev": 0.926
}